# 1
{
  "formula": "CH3OP",
  "method": "ωB97M-V/def2-TZVPD",
  "orbital_gap_ev": [10.03, 9.15],
  "spin_multiplicity": 3,
  "s_squared": 2.004,
  "homo_ev": [-9.451, -10.417],
  "charge": 0,
  "e_lumo_ev": [0.6, -1.3],
  "symbols": ["P", "H", "H", "C", "O", "H"],
  "xyz": [[3.551, -0.628, -0.163], [2.355, -0.030, 0.337], [-0.476, 0.125, 0.248], [-1.475, 0.175, -0.046], [-2.397, -0.123, 0.724], [-1.558, 0.481, -1.100]],
  "forces_ev_per_angstrom": [[-0.090, 0.042, 0.033], [0.087, -0.041, -0.031], [2.047, -0.156, 1.022], [-3.301, -0.731, 1.125], [2.058, 0.869, -2.175], [-0.801, 0.017, 0.027]],
  "lowdin_spin": [1.84, 0.16, 0.00, 0.00, 0.00, 0.00]
}


# 2
{
  "formula": "C6H11O4Pb",
  "method": "ωB97M-V/def2-TZVPD",
  "orbital_gap_ev": [6.83, 6.38],
  "homo_ev": [-10.798, -10.742],
  "charge": 1,
  "e_lumo_ev": [-4.0, -4.4],
  "symbols": ["O", "C", "C", "O", "C", "H", "H", "C", "C", "H", "H", "H", "H", "H", "O", "O", "H", "H", "Pb", "H", "H", "C"],
  "xyz": [[-1.892, 2.718, -0.010], [-0.420, -1.652, 0.133], [-2.435, 1.383, 0.027], [2.470, 1.010, 0.125], [-0.632, 2.922, -0.028], [-0.481, 4.013, 0.010], [-0.382, -1.678, 1.233], [-1.651, -0.897, -0.305], [3.002, -0.259, -0.066], [-1.826, -0.972, -1.386], [-3.026, 1.337, 0.949], [1.836, -1.419, 1.328], [3.871, -0.440, 0.595], [3.372, -0.407, -1.101], [-1.393, 0.475, 0.025], [0.723, -0.958, -0.339], [-0.446, -2.678, -0.261], [-2.534, -1.264, 0.234], [0.656, 1.173, -0.368], [-3.063, 1.264, -0.864], [2.273, -2.325, -0.167], [1.977, -1.346, 0.237]],
  "forces_ev_per_angstrom": [[-2.303, -0.675, -0.971], [-0.397, -0.707, 0.607], [-0.744, 0.766, 0.176], [4.644, -0.387, 2.531], [1.167, 0.911, 3.213], [0.450, -0.407, -0.938], [0.003, -0.127, -0.236], [-0.405, -0.095, -0.381], [0.897, -1.075, -0.484], [0.050, 0.028, 0.192], [0.034, -0.116, -0.190], [-0.023, -0.079, -0.251], [-0.400, 0.188, -0.178], [-0.218, 0.293, 0.293], [-1.592, -1.359, 1.255], [-0.108, -2.414, 0.078], [0.049, 0.262, 0.113], [0.223, 0.062, -0.083], [-2.036, 5.251, -5.786], [0.148, 0.057, 0.120], [-0.045, 0.339, 0.121], [0.604, -0.716, 0.800]],
  "mulliken_charge": [-0.30, -0.44, -0.17, -0.54, -0.48, 0.39, 0.34, -0.50, -0.41, 0.36, 0.29, 0.37, 0.34, 0.29, -0.25, -0.27, 0.37, 0.38, 1.05, 0.35, 0.36, -0.52]
}


# 3
{
  "formula": "C2H5NS",
  "method": "ωB97M-V/def2-TZVPD",
  "orbital_gap_ev": [6.08, 9.00],
  "spin_multiplicity": 3,
  "s_squared": 2.005,
  "homo_ev": [-4.996, -10.540],
  "charge": 0,
  "e_lumo_ev": [1.1, -1.5],
  "symbols": ["C", "H", "S", "C", "H", "H", "H", "H", "N"],
  "xyz": [[-0.607, 0.256, -0.089], [-0.786, 0.469, -1.125], [1.636, -0.212, -0.110], [0.066, -1.022, 0.240], [-0.044, -1.784, -0.561], [-1.449, 0.656, 0.553], [-0.202, -1.232, 1.249], [0.804, 1.798, -0.431], [0.580, 1.073, 0.273]],
  "forces_ev_per_angstrom": [[-1.913, 2.677, 1.568], [-0.552, -0.402, -0.609], [3.888, -0.951, 0.289], [-1.703, -0.896, -1.824], [-0.199, -0.063, 1.202], [0.504, -0.998, -0.851], [0.396, -1.051, 0.725], [-0.179, 0.309, 1.002], [-0.242, 1.375, -1.501]],
  "lowdin_spin": [0.06, 0.02, 1.23, 0.18, 0.02, 0.01, 0.02, 0.04, 0.42]
}


# 4
{
  "formula": "C5H4O2",
  "method": "ωB97M-V/def2-TZVPD",
  "orbital_gap_ev": 8.01,
  "homo_ev": -7.650,
  "charge": 0,
  "e_lumo_ev": 0.4,
  "symbols": ["H", "C", "O", "C", "C", "C", "H", "H", "H", "C", "O"],
  "xyz": [[-1.603, -1.731, 0.153], [0.556, 1.401, 0.321], [-0.229, -0.791, -2.134], [-0.850, -0.941, 0.220], [-0.187, -0.627, 1.411], [0.644, 0.542, 1.363], [1.284, 0.796, 2.203], [-0.145, -1.748, -2.019], [0.858, 2.441, 0.252], [-0.397, -0.292, -0.909], [0.070, 0.950, -0.860]],
  "forces_ev_per_angstrom": [[0.385, 0.047, -0.138], [0.086, -0.126, 0.196], [-0.222, -0.126, -0.027], [0.176, 0.034, 0.033], [-0.040, 0.138, 0.052], [-0.106, 0.159, 0.091], [-0.211, 0.130, -0.025], [-0.285, 0.054, -0.257], [0.003, -0.182, 0.002], [0.078, 0.105, 0.106], [0.137, -0.233, -0.034]],
  "mulliken_charge": [0.37, -0.09, -0.46, -0.36, -0.56, -0.30, 0.34, 0.36, 0.40, 0.58, -0.28]
}


Computed relative energy (zero: lowest compared OMol25 entry of this formula, charge and spin) (eV) in order:
0.000, 1.671, 1.287, 3.290